{"formula": "C90H86N6O14", "method": "ωB97M-V with the def2-TZVPD basis set", "lumo_ev": -1.4, "orbital_gap_ev": 6.697, "total_charge": 0, "homo_ev": -8.0696, "elements": ["C", "C", "C", "C", "C", "C", "C", "O", "C", "C", "C", "C", "C", "C", "C", "O", "H", "H", "H", "H", "H", "H", "H", "H", "C", "C", "C", "C", "C", "C", "C", "O", "C", "C", "C", "C", "C", "C", "C", "O", "H", "H", "H", "H", "H", "H", "H", "H", "C", "C", "C", "C", "C", "C", "C", "O", "C", "C", "C", "C", "C", "C", "C", "O", "H", "H", "H", "H", "H", "H", "H", "H", "C", "C", "C", "C", "C", "C", "C", "O", "C", "C", "C", "C", "C", "C", "C", "O", "H", "H", "H", "H", "H", "H", "H", "H", "C", "C", "C", "C", "C", "C", "C", "O", "C", "C", "C", "C", "C", "C", "C", "O", "H", "H", "H", "H", "H", "H", "H", "H", "C", "O", "N", "N", "H", "H", "H", "H", "C", "O", "N", "N", "H", "H", "H", "H", "C", "C", "C", "C", "C", "C", "N", "O", "C", "C", "C", "H", "H", "H", "H", "H", "H", "H", "H", "H", "H", "H", "H", "H", "H", "H", "H", "H", "H", "H", "C", "C", "C", "C", "C", "C", "N", "O", "C", "C", "C", "H", "H", "H", "H", "H", "H", "H", "H", "H", "H", "H", "H", "H", "H", "H", "H", "H", "H", "H"], "xyz": [[0.6584, -11.6561, -7.7585], [0.2897, -11.4103, -9.1179], [-0.2425, -10.1579, -9.3994], [-0.2330, -9.1679, -8.4604], [0.2429, -9.3729, -7.1579], [0.5805, -10.6660, -6.7908], [0.3716, -8.2699, -6.1274], [0.7275, -8.4939, -4.9298], [0.0676, -6.9489, -6.6313], [0.2149, -5.8406, -5.7099], [-0.1028, -4.5533, -6.1315], [-0.6814, -4.2981, -7.3964], [-0.8129, -5.3862, -8.2643], [-0.5139, -6.6478, -7.9288], [-0.8118, -7.8063, -8.8440], [-1.3752, -7.6308, -9.9662], [0.9958, -12.6198, -7.4065], [0.2896, -12.2002, -9.8545], [-0.7517, -10.1741, -10.3517], [0.8553, -10.8797, -5.7685], [0.4672, -6.2098, -4.7268], [0.1493, -3.7153, -5.4986], [-0.9589, -3.3424, -7.8160], [-1.2239, -5.2938, -9.2588], [-5.8738, -4.8991, -0.6115], [-6.3537, -6.2072, -0.2664], [-7.2265, -6.3434, 0.8567], [-7.7150, -5.2184, 1.5654], [-7.2435, -3.9625, 1.0910], [-6.2591, -3.7916, 0.1137], [-7.6615, -2.7128, 1.7935], [-7.1241, -1.6442, 1.5606], [-8.7219, -2.8061, 2.8983], [-9.2592, -1.6202, 3.4835], [-10.2735, -1.7618, 4.4707], [-10.7190, -3.0165, 4.7687], [-10.2001, -4.1829, 4.1897], [-9.2046, -4.0639, 3.2326], [-8.7714, -5.3072, 2.5978], [-9.2897, -6.3714, 2.8878], [-5.0871, -4.9095, -1.3513], [-6.0669, -7.0944, -0.8115], [-7.4383, -7.3759, 1.0925], [-5.9495, -2.7851, -0.1262], [-8.8890, -0.6776, 3.1083], [-10.7778, -0.8997, 4.8816], [-11.4550, -3.1479, 5.5481], [-10.6047, -5.1482, 4.4558], [6.4445, 6.9143, 5.2005], [6.4095, 7.2326, 6.5665], [6.8020, 8.4697, 6.9242], [7.3755, 9.4358, 6.0765], [7.5902, 9.1096, 4.6942], [7.0056, 7.8356, 4.2613], [8.3189, 9.9701, 3.6766], [8.4622, 9.6632, 2.5109], [9.0102, 11.1331, 4.2628], [9.7978, 11.9647, 3.4315], [10.2656, 13.1088, 3.9313], [10.2053, 13.4218, 5.2383], [9.5619, 12.5566, 6.1535], [8.8086, 11.5047, 5.6440], [7.8581, 10.7273, 6.5756], [7.7623, 11.0560, 7.7298], [6.0881, 5.9402, 4.8995], [5.8978, 6.5842, 7.2623], [6.5784, 8.6380, 7.9673], [7.1631, 7.5370, 3.2354], [9.9377, 11.6567, 2.4058], [10.7369, 13.8500, 3.3029], [10.5412, 14.3602, 5.6544], [9.3746, 12.8191, 7.1842], [4.0870, -4.3456, -11.9719], [4.3866, -5.4185, -11.2225], [4.6210, -5.2084, -9.8894], [4.5790, -3.9148, -9.2352], [4.3283, -2.7942, -10.0859], [4.0759, -3.0310, -11.4136], [4.2938, -1.3888, -9.5312], [3.9714, -0.3967, -10.2517], [4.6876, -1.2114, -8.0584], [4.7166, 0.1119, -7.5608], [4.8967, 0.4148, -6.1856], [5.1600, -0.6706, -5.3551], [5.1153, -1.9923, -5.8597], [4.7936, -2.3066, -7.1953], [4.9741, -3.7506, -7.8017], [5.3068, -4.7703, -7.1671], [4.0354, -4.3435, -13.0507], [4.4657, -6.3078, -11.8302], [4.7526, -5.9928, -9.1588], [4.1017, -2.1397, -12.0230], [4.5905, 0.9914, -8.1747], [4.9023, 1.4369, -5.8367], [5.4869, -0.5081, -4.3386], [5.3235, -2.8022, -5.1762], [-1.2211, 4.8061, -4.3373], [-2.3549, 5.2798, -4.9782], [-2.4283, 6.5514, -5.4964], [-1.3173, 7.3843, -5.3654], [-0.1410, 6.9864, -4.6624], [-0.1627, 5.7012, -4.1560], [1.0364, 7.9201, -4.4758], [2.0954, 7.6846, -3.7383], [1.0978, 9.0212, -5.5449], [2.2474, 9.8480, -5.7036], [2.3902, 10.8547, -6.6180], [1.3430, 11.1039, -7.4582], [0.1089, 10.3938, -7.2957], [-0.0273, 9.4078, -6.2634], [-1.3754, 8.6916, -6.0571], [-2.3573, 9.1097, -6.5672], [-1.2015, 3.8413, -3.8523], [-3.1432, 4.5461, -5.0594], [-3.3225, 6.9720, -5.9322], [0.7010, 5.4218, -3.5709], [3.0740, 9.6064, -5.0519], [3.3407, 11.3603, -6.7027], [1.3768, 11.7483, -8.3242], [-0.8008, 10.7194, -7.7782], [6.3892, -4.2013, 1.7178], [6.7262, -3.0471, 1.9012], [7.2726, -5.1531, 1.7801], [5.2033, -4.6383, 1.4116], [6.9028, -6.0317, 1.4463], [8.2353, -4.8543, 1.7179], [5.1005, -5.6125, 1.1660], [4.4974, -3.9383, 1.2329], [0.5984, 1.0371, 1.0511], [0.7399, 0.1168, 0.3167], [-0.5457, 1.2944, 1.5937], [1.3943, 1.9863, 1.3226], [-1.3620, 0.8068, 1.2532], [-0.6748, 2.1042, 2.1834], [1.1026, 2.7371, 1.9319], [2.3705, 1.9778, 1.0638], [-3.3889, 5.4953, 7.4545], [-3.8447, 4.3783, 6.4311], [-5.4263, 4.0976, 6.4790], [-6.3772, 5.1138, 5.9552], [-5.9850, 5.3671, 4.5361], [-4.5031, 5.7185, 4.1764], [-3.5999, 4.8601, 5.0097], [-2.2433, 4.9934, 4.6223], [-4.3585, 5.4700, 2.6423], [-4.1963, 7.1558, 4.5795], [-3.1381, 3.1452, 6.6496], [-2.4657, 6.0013, 7.1721], [-3.4535, 5.0634, 8.4532], [-4.2182, 6.2025, 7.4403], [-5.6305, 3.0779, 6.1524], [-5.5237, 4.2180, 7.5579], [-6.4370, 6.0454, 6.5179], [-7.3914, 4.7151, 5.9313], [-6.4879, 6.2325, 4.1044], [-6.4732, 4.7133, 3.8133], [-3.4395, 5.9970, 2.3856], [-4.2204, 4.3934, 2.5426], [-5.2505, 5.7995, 2.1096], [-4.7676, 7.7701, 3.8836], [-4.5912, 7.3219, 5.5818], [-3.1405, 7.4245, 4.6126], [-3.5656, 2.7056, 7.5508], [-2.0857, 3.4085, 6.7555], [-3.3663, 2.4411, 5.8494], [-1.9484, 5.7739, 5.0971], [-0.6256, -9.5243, 4.8467], [-0.9280, -8.5282, 6.0187], [0.3397, -7.8062, 6.5973], [0.8959, -6.7815, 5.5896], [-0.1728, -5.7044, 5.4270], [-1.6158, -6.2105, 5.0837], [-1.9371, -7.4652, 5.7780], [-3.1031, -8.0561, 5.2625], [-2.6260, -5.0932, 5.5197], [-1.5480, -6.4141, 3.4759], [-1.4885, -9.4292, 7.1861], [-1.0339, -10.5342, 4.8855], [0.4366, -9.7621, 4.9037], [-0.8770, -9.0914, 3.8785], [0.1420, -7.5011, 7.6249], [1.0386, -8.6419, 6.5607], [1.2337, -7.3097, 4.6979], [1.8117, -6.3932, 6.0354], [0.1615, -4.8813, 4.7954], [-0.2187, -5.1903, 6.3870], [-3.6862, -5.3384, 5.4578], [-2.3706, -4.5887, 6.4516], [-2.6084, -4.2889, 4.7843], [-1.5092, -5.5255, 2.8458], [-0.6115, -6.9390, 3.2876], [-2.3101, -7.0528, 3.0292], [-0.7367, -10.0804, 7.6321], [-2.3238, -10.0938, 6.9655], [-1.9935, -8.8365, 7.9488], [-2.8120, -8.0418, 4.3478]]}